27
Properties=species:S:1:pos:R:3:forces:R:3:lowdin_charge:R:1 method="wB97M-V/def2-TZVPD" orbital_gap_ev=10.8 smiles=O.O.O.O.O.O.O.O.O de_lowest_kcal_mol=46.4 e_tot_ha=-687.951905
O 0.45594 0.13179 0.25420 -0.10 -0.22 -0.16 -0.06
H 1.12960 -0.31892 -0.28100 0.05 -0.05 0.14 0.03
H -0.31483 -0.45301 0.21726 0.20 -0.03 -0.05 0.06
O -3.24175 0.89937 -0.97020 0.45 -0.13 0.33 -0.08
H -2.64942 1.22934 -0.25346 -0.50 -0.02 -0.49 0.00
H -4.05346 0.64171 -0.52018 0.03 0.10 -0.02 0.05
O 0.83746 0.27568 3.03875 -0.14 0.03 -0.60 -0.08
H -0.03929 0.46243 3.38512 0.07 -0.08 0.06 0.01
H 0.72988 0.19906 2.05952 0.15 0.06 0.71 0.00
O -1.89044 1.92004 1.17679 0.15 0.08 0.47 -0.04
H -1.23057 2.58839 1.41080 -0.04 -0.11 -0.20 0.07
H -1.85396 1.27687 1.89448 0.00 0.08 -0.06 0.06
O 0.63038 2.79761 -0.74493 0.03 -0.06 0.30 -0.07
H 0.65249 1.98556 -0.20452 -0.15 0.18 -0.33 -0.01
H -0.28905 2.88401 -1.01800 0.09 -0.09 -0.07 0.03
O -2.65094 -1.94180 -1.60886 0.17 0.08 0.11 -0.08
H -3.50020 -2.03653 -2.05026 0.06 0.04 0.00 0.03
H -2.55568 -0.98364 -1.46659 -0.26 -0.10 -0.08 0.00
O 2.65765 -1.34833 -1.15050 0.21 -0.14 -0.13 -0.04
H 2.98120 -2.18842 -0.80421 -0.05 0.10 0.01 0.06
H 3.05815 -1.27186 -2.02594 -0.18 -0.03 0.04 0.07
O -0.11231 -2.99218 0.73442 -0.10 -0.03 -0.14 -0.05
H 0.72273 -3.42150 0.52437 -0.06 0.01 0.06 0.03
H -0.77251 -3.47030 0.21579 0.02 0.16 0.00 0.04
O 3.91159 1.24788 -0.30156 0.06 0.12 -0.14 -0.06
H 4.06252 0.32164 -0.51254 -0.16 -0.01 0.09 0.00
H 3.32481 1.56510 -0.99875 0.01 0.07 0.14 0.03

***

69
Properties=species:S:1:pos:R:3:forces:R:3:lowdin_charge:R:1 method="wB97M-V/def2-TZVPD" orbital_gap_ev=8.7 e_tot_ha=-1848.681321 charge=+1
C -0.17830 4.27739 -1.37357 0.01 0.05 0.01 -0.11
O -0.01993 3.00279 -1.95118 0.00 -0.05 0.02 -0.21
C 0.37428 3.09071 -3.31301 -0.07 0.04 -0.06 -0.24
C 0.51547 1.69166 -3.88020 0.00 -0.18 0.00 -0.17
C 1.33582 0.75201 -2.98075 0.10 0.14 0.04 -0.20
C 0.47114 -0.25431 -2.23493 -0.08 0.00 0.00 -0.22
C 1.25555 -1.16469 -1.29677 0.09 -0.05 -0.02 -0.21
C 0.46710 -2.40829 -0.86479 -0.05 0.14 0.08 -0.20
C 0.73546 -2.83514 0.57753 -0.05 -0.07 -0.02 -0.15
C 0.31184 -1.75309 1.59255 0.02 0.14 -0.03 -0.30
C -0.88340 -2.20119 2.40544 -0.26 -0.18 -0.06 -0.12
N -1.23684 -1.24551 3.50621 0.45 -0.20 -0.34 0.08
C -0.28963 -0.24076 3.68279 -0.25 -0.35 0.37 -0.33
N -0.76085 0.96168 3.91701 -0.14 0.20 0.28 0.27
N 1.01084 -0.53138 3.66761 0.17 0.76 -1.10 0.04
C 1.99904 0.41256 4.14206 0.12 -0.01 0.00 -0.12
O 2.89919 -0.35461 4.92455 -0.09 -0.02 0.15 0.09
C 4.18465 0.08152 4.92002 0.01 0.09 -0.02 -0.73
F 4.25770 1.39825 5.16316 -0.02 0.02 0.12 0.17
F 4.85227 -0.57912 5.83923 -0.03 0.01 -0.02 0.22
F 4.75452 -0.11792 3.72813 0.13 -0.08 -0.20 0.17
C 1.46393 -1.37761 2.51079 0.08 -0.53 0.45 -0.05
H 0.75451 4.85409 -1.42516 -0.05 -0.01 0.01 0.09
H -0.96791 4.85127 -1.87252 0.04 -0.02 0.00 0.09
H -0.44990 4.13431 -0.32719 0.00 0.01 -0.04 0.08
H 1.33218 3.62908 -3.38782 -0.03 -0.04 0.08 0.13
H -0.36946 3.66904 -3.87197 0.07 -0.02 -0.03 0.11
H 0.98376 1.76607 -4.86357 -0.07 0.11 0.01 0.10
H -0.47784 1.26040 -4.04284 0.02 0.06 0.00 0.12
H 1.88270 1.35783 -2.25000 0.05 -0.08 -0.04 0.11
H 2.08550 0.21623 -3.57135 -0.05 -0.01 0.03 0.11
H -0.06963 -0.87333 -2.96168 0.03 0.04 0.02 0.12
H -0.28535 0.29646 -1.66346 -0.03 -0.08 -0.06 0.12
H 2.18328 -1.47371 -1.78951 0.00 0.00 0.09 0.12
H 1.55762 -0.59002 -0.41181 0.06 0.04 -0.10 0.10
H 0.69649 -3.23500 -1.53987 -0.11 -0.01 0.03 0.12
H -0.60681 -2.20600 -0.96020 0.04 -0.02 -0.04 0.12
H 1.79136 -3.09262 0.70907 -0.02 0.09 -0.02 0.12
H 0.17574 -3.74948 0.79542 0.08 -0.01 -0.02 0.12
H 0.02107 -0.85989 1.02306 0.03 0.05 0.14 0.14
H -1.75761 -2.29237 1.75815 0.04 -0.01 0.01 0.13
H -0.69989 -3.17821 2.85305 0.07 0.05 -0.02 0.12
H -1.20876 -1.83713 4.34637 -0.39 0.15 0.11 0.12
H -1.76048 1.05640 4.03160 0.06 -0.03 -0.07 0.15
H -0.18900 1.79046 3.95856 -0.04 -0.07 0.10 0.13
H 2.53305 0.88080 3.31021 -0.08 0.02 0.00 0.15
H 1.53756 1.17635 4.76903 0.06 -0.09 0.05 0.14
H 2.19310 -0.77885 1.96034 0.07 -0.08 0.07 0.14
H 1.96144 -2.26450 2.90546 -0.01 0.03 -0.02 0.15
C 0.58402 4.44786 -8.54984 0.03 -0.06 -0.01 -0.11
C 0.08555 3.18590 -7.86470 -0.01 0.04 -0.07 -0.11
O -0.20404 3.65881 -6.54451 0.01 -0.07 -0.02 0.03
C -0.42054 4.99691 -6.59951 -0.03 0.01 0.08 -0.57
O -0.83868 5.64293 -5.69460 0.03 -0.02 -0.04 0.16
O -0.09140 5.47588 -7.81650 0.01 0.03 0.00 0.07
H 0.31732 4.51794 -9.60004 -0.06 0.04 0.02 0.13
H 1.65954 4.58703 -8.43238 0.00 -0.01 -0.01 0.13
H -0.83560 2.80645 -8.30878 0.01 0.00 -0.02 0.13
H 0.82358 2.39030 -7.81275 0.02 0.02 0.06 0.13
C -4.52732 -5.56679 4.95376 -0.08 0.04 0.02 -0.09
C -4.96867 -4.24165 4.35579 -0.04 -0.08 -0.03 -0.09
O -3.84095 -3.39448 4.64491 0.04 0.02 -0.04 0.06
C -2.76063 -4.17400 4.82274 -0.03 -0.05 0.10 -0.57
O -1.64025 -3.75998 4.92664 -0.01 0.12 -0.02 0.12
O -3.09470 -5.46751 4.86827 0.04 0.00 0.03 0.08
H -4.86120 -6.43911 4.40136 0.07 0.00 -0.04 0.14
H -4.80080 -5.66548 6.00398 -0.01 0.00 0.00 0.14
H -5.09102 -4.29190 3.27372 -0.01 0.00 0.00 0.14
H -5.86081 -3.82175 4.80920 0.04 0.04 0.05 0.14

***

21
Properties=species:S:1:pos:R:3:forces:R:3:lowdin_charge:R:1 method="wB97M-V/def2-TZVPD" orbital_gap_ev=9.7 smiles="C[N+]1=CNC(C)(C)C1" de_lowest_kcal_mol=40.4 e_tot_ha=-345.631579 charge=+1
C -2.77445 0.34551 -0.31676 -2.63 1.96 0.36 -0.01
N -1.41884 -0.02435 -0.13886 0.06 -4.41 0.11 -0.11
C -1.07875 -1.30515 -0.02014 6.76 3.73 0.26 0.14
N 0.40747 -1.40366 0.13014 -8.13 0.30 0.22 0.14
C 0.95083 -0.06970 0.04182 0.55 -0.75 1.64 -0.59
C 1.76790 0.16693 1.35576 1.62 1.98 -2.22 -0.01
C 1.72817 0.07607 -1.17593 2.46 1.56 -2.04 -0.04
C -0.30456 0.79112 0.10111 0.38 3.02 0.70 -0.09
H -3.14567 0.56845 -1.34296 0.87 -0.90 0.20 0.12
H -2.99018 1.35826 0.12198 0.40 -1.12 0.33 0.12
H -3.40788 -0.42334 0.17324 0.19 0.71 -0.45 0.12
H -1.72899 -2.08662 0.07387 -1.57 -2.04 -0.17 0.13
H 0.75451 -2.26694 -0.16877 1.26 -1.15 -0.47 0.13
H 2.77601 -0.29436 1.38761 -0.99 -0.63 0.10 0.11
H 1.16407 0.10430 2.22831 -0.25 -0.51 0.72 0.08
H 2.10917 1.22141 1.24660 -0.49 -0.20 0.40 0.10
H 2.42895 1.01669 -0.94098 -1.58 -1.78 -1.49 0.15
H 1.08805 0.08560 -2.14091 1.10 0.55 1.60 0.13
H 2.41470 -0.78176 -1.31004 -0.16 0.43 0.17 0.10
H -0.27412 1.16825 1.11458 -0.86 -0.08 0.70 0.13
H -0.46638 1.75329 -0.41967 1.00 -0.65 -0.68 0.17